Entry 1:
Below is a 2-piece molecular cluster, C2H5NO overall, with properties calculated with the ωB97M-V functional and the def2-TZVPD basis.

Positions of all 9 atoms, in Å:
C 0.47977 1.08123 -0.36250
C 0.87888 -1.00339 0.79417
O 1.46422 -1.81884 1.40338
N 0.19293 -0.23033 0.16962
H 0.78077 1.75885 0.44168
H -0.41236 1.48387 -0.84485
H 1.28352 1.02148 -1.10225
H -2.52780 -1.46220 -0.22176
H -2.13992 -0.83067 -0.27748

Forces on the atoms, in the same order (eV/Å):
0.1 0.2 -0.1
0.1 -0.1 0.1
-0.4 0.4 -0.4
0.4 -0.5 0.4
0.0 0.0 -0.2
0.1 -0.1 0.1
-0.1 0.1 0.1
-0.1 0.1 0.0
-0.1 -0.1 0.0

Properties
HOMO, eV: -10.44
Lowest unoccupied orbital energy, eV: 0.7
Gap between HOMO and LUMO, eV: 11.2
Maximum force, eV/A: 0.7
Calculated total energy, Ha: -209.1606
Structure (SMILES): CN=C=O.[H][H]



Entry 2:
Below is a 2-piece molecular cluster, C2H5NO overall at a distorted geometry, with properties calculated with the ωB97M-V functional and the def2-TZVPD basis.

Positions of all 9 atoms, in Å:
C 0.67911 1.19826 -0.83078
C -0.21440 -0.98249 -0.12649
N 0.79448 0.05705 -0.24753
O 2.42186 -0.09912 0.70392
H 1.44712 1.97931 -0.62042
H -0.19669 1.34400 -1.49338
H -0.17905 -1.77314 -1.00956
H -1.10129 -0.47890 -0.07055
H -0.01889 -1.61925 0.72898

Forces on the atoms, in the same order (eV/Å):
0.0 -1.7 0.8
2.7 -2.6 -2.2
3.8 1.5 1.5
-3.6 0.2 -2.0
-0.6 -0.9 -0.5
0.5 0.3 0.5
-0.1 2.0 1.4
-2.7 0.8 0.1
0.1 0.5 0.4

Properties
HOMO (spin up / spin down), eV: -9.13 / -9.14
Lowest unoccupied orbital energy (spin up / spin down), eV: 0.2 / 0.2
Gap between HOMO and LUMO (spin up / spin down), eV: 9.3 / 9.4
Maximum force, eV/A: 4.3
Calculated total energy, Ha: -208.9902